#w
ORCA calculation (ωB97M-V/def2-TZVPD) on the ion C2H7N2 with charge +1.

Calculated values
SMILES string: C/[NH+]=C/N
Orbital gap, eV: 10.8

```
! wB97M-V def2-TZVPD RIJCOSX def2/J DEFGRID3
* xyz 1 1
C -0.360 0.974 1.272
N 0.546 0.449 0.178
C -0.063 -0.155 -0.851
N 0.198 -1.373 -1.385
H -1.371 1.139 1.003
H -0.378 0.118 2.022
H 0.138 1.809 1.673
H 1.559 0.444 0.350
H -1.051 0.156 -0.997
H 0.815 -2.092 -0.924
H -0.033 -1.470 -2.339
*
```


#x
ORCA calculation (ωB97M-V/def2-TZVPD) on a cluster of 2 separate species, C2H7N2 in total.

Calculated values
Orbital gap, eV: 3.8

```
! wB97M-V def2-TZVPD RIJCOSX def2/J DEFGRID3
* xyz 1 1
C -1.452 -0.381 -0.173
C -0.369 0.310 0.003
N 3.425 0.585 -0.653
N -2.300 -0.700 0.794
H -1.833 -0.799 -1.105
H 0.152 0.748 0.853
H 3.752 1.058 -1.477
H 4.022 0.663 0.151
H 2.436 0.602 -0.507
H -2.137 -0.322 1.719
H -3.297 -0.758 0.645
*
```


#y
ORCA calculation (ωB97M-V/def2-TZVPD) on the ion C2H7N2 with charge +1.

Calculated values
SMILES string: C/[NH+]=C/N
Orbital gap, eV: 11.2

```
! wB97M-V def2-TZVPD RIJCOSX def2/J DEFGRID3
* xyz 1 1
C 1.126 0.761 0.870
N 0.167 0.570 -0.132
C -0.498 -0.562 -0.140
N -1.527 -0.903 -0.975
H 1.195 1.708 1.393
H 2.146 0.633 0.365
H 1.118 -0.003 1.580
H 0.244 1.385 -0.832
H -0.107 -1.402 0.489
H -1.742 -1.914 -1.000
H -2.122 -0.272 -1.618
*
```


The computed energies, referenced to the most stable structure and given in kJ/mol, are #w 28.1; #x 519.8; #y 0.0.


#w
ORCA calculation (ωB97M-V/def2-TZVPD) on the ion C2H7N2 with charge +1.

Calculated values
SMILES string: CNC=[NH2+]
Orbital gap, eV: 11.9

```
! wB97M-V def2-TZVPD RIJCOSX def2/J DEFGRID3
* xyz 1 1
C 1.305 1.061 0.105
N -0.084 0.555 0.013
C -0.351 -0.677 -0.299
N -1.498 -1.277 -0.084
H 1.300 2.130 -0.061
H 1.660 0.910 1.120
H 1.898 0.505 -0.609
H -0.802 1.149 0.409
H 0.463 -1.332 -0.587
H -2.239 -0.812 0.420
H -1.652 -2.211 -0.428
*
```


#x
ORCA calculation (ωB97M-V/def2-TZVPD) on the ion C2H7N2 with charge +1.

Calculated values
SMILES string: CNC=[NH2+]
Orbital gap, eV: 10.6

```
! wB97M-V def2-TZVPD RIJCOSX def2/J DEFGRID3
* xyz 1 1
C -1.612 0.194 -0.320
N -0.166 0.669 -0.235
C 0.814 -0.275 -0.262
N 1.987 -0.350 0.509
H -1.721 -0.831 -0.646
H -2.251 0.462 0.504
H -2.060 0.730 -1.138
H 0.007 1.609 0.233
H 0.405 -1.255 -0.521
H 2.410 0.327 1.078
H 2.187 -1.281 0.799
*
```


The computed energies, referenced to the most stable structure and given in kJ/mol, are #w 0.0; #x 120.0.


#w
ORCA calculation (ωB97M-V/def2-TZVPD) on an isolated molecule of C5H8OS.

Calculated values
SMILES string: C[C@H]1SC[C@H]2O[C@@H]21
Orbital gap, eV: 9.7

```
! wB97M-V def2-TZVPD RIJCOSX def2/J DEFGRID3
* xyz 0 1
C -0.576 -1.194 1.706
C 0.249 -0.153 0.872
S 0.972 -1.176 -0.555
C 0.402 0.219 -1.956
C 0.374 1.338 -0.865
O -0.663 2.127 -0.290
C -0.524 0.778 0.108
H -0.898 -0.809 2.566
H 0.096 -2.039 1.929
H -1.270 -1.647 0.901
H 1.051 0.289 1.458
H 1.312 0.318 -2.636
H -0.554 0.145 -2.425
H 1.338 1.617 -0.504
H -1.310 0.187 -0.308
*
```


#x
ORCA calculation (ωB97M-V/def2-TZVPD) on a structure of composition C5H8OS.

Calculated values
Orbital gap, eV: 9.9

```
! wB97M-V def2-TZVPD RIJCOSX def2/J DEFGRID3
* xyz 0 1
C -1.122 -1.267 0.113
C -0.369 0.084 -0.019
C -0.465 0.860 1.310
C 1.221 0.575 -1.607
C 1.070 -0.139 -0.261
H -0.990 -1.876 -0.742
H -0.685 -1.807 1.059
H -2.265 -1.181 0.298
H -1.348 1.501 1.451
H 0.432 1.522 1.313
H -0.324 0.105 2.119
H 1.899 1.430 -1.506
H 1.641 -0.058 -2.487
O 1.851 -0.654 0.516
S -0.545 0.904 -1.556
*
```


The computed energies, referenced to the most stable structure and given in kJ/mol, are #w 333.7; #x 0.0.


#w
ORCA calculation (ωB97M-V/def2-TZVPD) on an isolated molecule of C5H8OS.

Calculated values
SMILES string: C[C@@]12CSC[C@H]1O2
Orbital gap, eV: 9.7

```
! wB97M-V def2-TZVPD RIJCOSX def2/J DEFGRID3
* xyz 0 1
C 1.173 -0.994 1.106
C 0.915 -0.353 -0.242
C -0.241 -0.996 -0.978
S -1.686 -0.204 0.030
C -0.623 1.242 0.696
C 0.527 1.091 -0.327
O 1.852 0.608 -0.567
H 1.716 -0.225 1.754
H 1.837 -1.849 1.085
H 0.259 -1.274 1.584
H -0.315 -0.712 -2.009
H -0.418 -2.075 -0.891
H -1.220 2.155 0.589
H -0.327 1.036 1.715
H 0.117 1.414 -1.313
*
```


#x
ORCA calculation (ωB97M-V/def2-TZVPD) on an isolated molecule of C5H8OS.

Calculated values
SMILES string: C[C@H]1[C@H]2OCS[C@H]12
Orbital gap, eV: 9.6

```
! wB97M-V def2-TZVPD RIJCOSX def2/J DEFGRID3
* xyz 0 1
C -1.739 0.552 -1.294
C -0.461 0.922 -0.607
C 0.207 0.363 0.572
O -0.043 -0.762 1.457
C 1.404 -1.005 1.632
S 2.324 -0.818 -0.113
C 0.755 -0.056 -0.670
H -1.903 -0.697 -1.586
H -2.511 0.974 -0.543
H -1.582 1.020 -2.452
H -0.450 1.962 -0.674
H 0.858 1.106 0.979
H 1.135 -2.175 1.699
H 1.885 -0.405 2.469
H 0.121 -0.979 -0.868
*
```


#y
ORCA calculation (ωB97M-V/def2-TZVPD) on a structure of composition C5H8OS.

Calculated values
Orbital gap, eV: 9.2

```
! wB97M-V def2-TZVPD RIJCOSX def2/J DEFGRID3
* xyz 0 1
C -3.019 0.280 -0.394
C -0.658 -0.297 -0.216
C 0.484 -1.000 0.286
C 1.896 -0.495 0.524
C 2.483 0.879 0.361
H -3.924 -0.511 -0.300
H -2.938 0.716 -1.290
H -3.143 0.981 0.389
H -0.566 1.003 -0.782
H 0.439 -2.295 0.638
H 2.103 -1.012 1.535
H 2.156 1.570 -0.496
H 3.364 1.332 1.020
O -1.935 -0.719 -0.409
S 3.258 -0.432 -0.868
*
```


The computed energies, referenced to the most stable structure and given in kJ/mol, are #w 0.0; #x 251.3; #y 203.0.